Record 1
{"formula": "C32H43BrFeN5OPTe", "method": "the ωB97M-V functional and the def2-TZVPD basis", "homo_lumo_gap_ev": [3.4874, 5.1334], "spin_multiplicity": 5, "total_charge": -2, "e_homo_ev": [0.7056, -0.9389], "mol_weight_g_mol": 808.05, "energy_ev": -164390.766, "largest_force_ev_per_a": 1.642, "relative_energy_kcal_mol": 49.3, "elements": ["Fe", "Br", "C", "C", "C", "C", "O", "C", "C", "N", "C", "C", "C", "C", "C", "C", "C", "C", "N", "C", "C", "H", "H", "H", "H", "H", "H", "H", "H", "H", "H", "C", "C", "N", "C", "C", "N", "H", "H", "H", "H", "H", "H", "Te", "C", "C", "C", "C", "P", "N", "C", "C", "C", "C", "C", "C", "C", "C", "H", "H", "H", "H", "H", "H", "H", "H", "H", "H", "H", "H", "H", "H", "H", "H", "H", "H", "H", "H", "H", "H", "H", "H", "H", "H", "H"], "coordinates": [[-0.522, 0.659, 0.065], [5.352, 3.402, 1.956], [4.055, 2.145, 1.298], [4.405, 1.274, 0.280], [3.478, 0.353, -0.201], [2.164, 0.319, 0.303], [1.234, -0.497, -0.102], [1.834, 1.265, 1.327], [0.433, 1.044, 1.849], [-0.624, 1.869, 1.732], [-1.777, 1.381, 2.460], [-2.475, 2.204, 3.331], [-3.517, 1.669, 4.092], [-3.843, 0.318, 4.007], [-3.170, -0.538, 3.111], [-3.408, -1.935, 2.953], [-2.642, -2.649, 2.005], [-1.744, -1.989, 1.199], [-1.528, -0.658, 1.294], [-2.162, 0.040, 2.288], [2.774, 2.135, 1.843], [5.403, 1.312, -0.139], [3.739, -0.332, -1.002], [0.397, 0.272, 2.614], [-2.185, 3.245, 3.418], [-4.065, 2.311, 4.774], [-4.633, -0.093, 4.630], [-4.154, -2.431, 3.564], [-2.780, -3.717, 1.874], [-1.169, -2.505, 0.440], [2.504, 2.826, 2.632], [2.135, 1.376, -4.460], [2.041, -0.015, -3.929], [1.067, -0.479, -3.197], [1.401, -1.787, -2.898], [2.587, -2.116, -3.474], [2.999, -0.967, -4.135], [1.192, 1.881, -4.256], [2.333, 1.386, -5.536], [2.921, 1.938, -3.951], [0.775, -2.385, -2.252], [3.185, -3.012, -3.450], [3.857, -0.846, -4.640], [0.162, 2.712, -1.085], [-4.282, 1.810, -4.562], [-3.257, 1.839, -3.425], [-1.850, 2.001, -4.046], [-3.497, 3.094, -2.565], [-3.192, 0.376, -2.190], [-1.997, 0.376, -1.260], [-3.272, -1.221, -3.244], [-2.216, -1.097, -4.355], [-4.610, -1.591, -3.892], [-2.797, -2.382, -2.335], [-4.815, 0.440, -1.171], [-6.133, 0.762, -1.882], [-4.950, -0.933, -0.486], [-4.595, 1.454, -0.026], [-4.259, 2.779, -5.080], [-5.303, 1.646, -4.221], [-4.046, 1.044, -5.304], [-1.645, 3.062, -4.227], [-1.757, 1.473, -4.995], [-1.076, 1.630, -3.371], [-3.275, 3.985, -3.164], [-2.838, 3.105, -1.692], [-4.531, 3.168, -2.227], [-2.555, -0.457, -5.170], [-2.029, -2.093, -4.775], [-1.270, -0.720, -3.963], [-5.004, -0.800, -4.531], [-5.374, -1.844, -3.157], [-4.459, -2.478, -4.522], [-2.102, -2.006, -1.580], [-2.273, -3.133, -2.940], [-3.626, -2.877, -1.828], [-6.332, 0.107, -2.731], [-6.172, 1.794, -2.232], [-6.955, 0.633, -1.165], [-5.293, -1.710, -1.171], [-5.684, -0.855, 0.324], [-4.005, -1.251, -0.040], [-4.898, 2.465, -0.300], [-3.546, 1.481, 0.269], [-5.178, 1.156, 0.853]], "lowdin_charge": [0.17, 0.59, -0.71, -0.17, -0.03, -0.46, -0.17, -0.23, -0.25, -0.03, -0.24, -0.07, -0.14, -0.09, -0.19, -0.09, -0.14, -0.18, -0.01, -0.19, -0.11, 0.08, 0.10, 0.14, 0.09, 0.07, 0.08, 0.07, 0.08, 0.10, 0.10, -0.03, -0.41, 0.12, -0.15, -0.13, 0.07, 0.04, 0.07, 0.07, 0.10, 0.09, 0.13, 0.55, -0.10, -0.58, -0.15, -0.12, 0.79, -0.29, -0.58, -0.11, -0.10, -0.10, -0.57, -0.10, -0.10, -0.09, 0.08, 0.05, 0.05, 0.07, 0.06, -0.03, 0.08, 0.02, 0.05, 0.05, 0.07, 0.05, 0.05, 0.05, 0.08, 0.04, 0.07, 0.06, 0.05, 0.05, 0.08, 0.05, 0.08, 0.06, 0.06, 0.05, 0.08]}

***

Record 2
{"formula": "C32H43Cl2O2P3Pd", "method": "the ωB97M-V functional and the def2-TZVPD basis", "homo_lumo_gap_ev": [6.2554, 4.2717], "spin_multiplicity": 5, "total_charge": 2, "e_homo_ev": [-10.8752, -13.4606], "mol_weight_g_mol": 729.94, "energy_ev": -94348.922, "largest_force_ev_per_a": 3.867, "relative_energy_kcal_mol": 31.8, "elements": ["P", "C", "C", "H", "C", "H", "C", "H", "C", "H", "C", "H", "C", "C", "H", "C", "H", "C", "H", "C", "H", "C", "H", "C", "C", "H", "C", "H", "C", "H", "C", "H", "C", "H", "Pd", "C", "C", "H", "C", "O", "H", "C", "H", "C", "Cl", "Cl", "P", "C", "H", "H", "H", "C", "H", "H", "H", "C", "H", "H", "H", "P", "C", "C", "H", "H", "H", "H", "H", "H", "C", "H", "H", "H", "H", "C", "C", "C", "O", "H", "H", "H", "H", "H", "H"], "coordinates": [[1.213, 1.655, -5.945], [2.886, 1.841, -6.685], [3.328, 1.196, -7.853], [2.671, 0.503, -8.384], [4.610, 1.450, -8.352], [4.932, 0.948, -9.269], [5.469, 2.326, -7.687], [6.471, 2.514, -8.080], [5.043, 2.960, -6.512], [5.711, 3.644, -5.987], [3.766, 2.715, -6.007], [3.433, 3.209, -5.090], [0.544, 0.280, -6.963], [0.865, -1.024, -6.525], [1.457, -1.158, -5.617], [0.446, -2.134, -7.259], [0.710, -3.137, -6.921], [-0.312, -1.963, -8.424], [-0.644, -2.833, -8.996], [-0.645, -0.677, -8.850], [-1.240, -0.531, -9.757], [-0.227, 0.442, -8.124], [-0.498, 1.443, -8.470], [0.351, 3.095, -6.704], [0.879, 3.890, -7.739], [1.880, 3.696, -8.130], [0.117, 4.932, -8.280], [0.540, 5.534, -9.088], [-1.164, 5.202, -7.795], [-1.752, 6.015, -8.222], [-1.688, 4.424, -6.752], [-2.689, 4.630, -6.369], [-0.933, 3.392, -6.198], [-1.342, 2.806, -5.367], [-0.023, -0.257, 0.038], [-1.849, -0.997, -0.526], [-2.254, -1.065, -1.794], [-2.465, -1.270, 0.343], [-1.393, -0.477, -2.900], [-2.208, 0.484, -3.587], [-1.659, 0.960, -4.238], [-0.125, 0.175, -2.417], [-1.190, -1.280, -3.631], [0.929, 0.842, -2.486], [-0.624, -0.888, 2.285], [2.061, 0.765, 0.605], [1.369, -2.070, -0.026], [2.226, -2.506, 1.509], [1.485, -2.650, 2.304], [2.879, -1.672, 1.789], [2.813, -3.419, 1.349], [0.360, -3.512, -0.441], [-0.136, -3.347, -1.403], [-0.405, -3.648, 0.330], [1.001, -4.399, -0.500], [2.612, -1.982, -1.334], [3.285, -1.146, -1.120], [2.124, -1.800, -2.297], [3.169, -2.926, -1.368], [-3.913, -1.760, -2.149], [-4.478, -2.641, -0.706], [-3.694, -2.851, -3.553], [-4.574, -1.951, 0.142], [-3.774, -3.439, -0.437], [-5.460, -3.087, -0.921], [-3.277, -2.288, -4.400], [-4.663, -3.280, -3.842], [-3.006, -3.665, -3.284], [-5.000, -0.392, -2.531], [-5.129, 0.226, -1.632], [-5.977, -0.770, -2.861], [-4.539, 0.218, -3.319], [1.720, 1.554, -2.287], [-1.938, 3.856, 0.891], [-1.081, 2.614, 1.041], [-0.332, 2.541, 2.333], [-1.067, 1.794, 0.112], [-1.863, 4.506, 1.766], [-2.980, 3.551, 0.752], [-1.614, 4.404, -0.001], [0.256, 1.616, 2.373], [0.328, 3.426, 2.410], [-1.061, 2.567, 3.164]], "lowdin_charge": [1.24, -0.37, -0.06, 0.11, -0.04, 0.12, -0.03, 0.13, -0.05, 0.12, -0.09, 0.11, -0.38, -0.10, 0.11, -0.06, 0.12, -0.04, 0.12, -0.05, 0.12, -0.06, 0.11, -0.36, -0.06, 0.11, -0.04, 0.12, -0.03, 0.12, -0.05, 0.12, -0.09, 0.09, 0.49, -0.20, -0.37, 0.01, -0.38, -0.05, 0.07, -0.13, 0.14, 0.09, 0.08, 0.07, 0.62, -0.27, 0.02, 0.03, 0.06, -0.26, 0.03, 0.05, 0.06, -0.27, 0.03, 0.03, 0.06, 0.88, -0.17, -0.17, 0.07, 0.08, 0.08, 0.07, 0.07, 0.08, -0.16, 0.08, 0.07, 0.06, 0.05, -0.01, -0.45, -0.07, -0.08, 0.09, 0.09, 0.09, -0.03, 0.11, 0.11]}